Here is a molecular structure, C41H33CaF2N5O5P at a distorted geometry from OMol25. Energies are from ωB97M-V with the def2-TZVPD basis set.

Positions of all 88 atoms, in Å:
Ca: 0.7712 0.1858 1.2740
O: -0.5169 -0.4593 5.1162
C: -0.9934 -0.4467 3.9954
O: -0.3701 -0.5393 2.8674
C: -2.5222 -0.3036 3.7502
P: -2.6649 -0.2813 1.9091
C: -2.5126 -2.0859 1.5173
C: -2.6333 -2.4748 0.1844
C: -2.4733 -3.7984 -0.1973
C: -2.1677 -4.7629 0.7502
C: -2.0309 -4.3909 2.0803
C: -2.1998 -3.0662 2.4597
C: -4.5038 -0.2167 1.6193
C: -5.4822 -0.3843 2.5972
C: -6.8327 -0.2733 2.2868
C: -7.2334 -0.0001 0.9865
C: -6.2713 0.1776 -0.0005
C: -4.9245 0.0873 0.3208
H: -2.8873 0.6268 4.1838
H: -3.0548 -1.1278 4.2217
H: -2.8276 -1.7262 -0.5760
H: -2.5500 -4.0681 -1.2433
H: -2.0053 -5.7914 0.4524
H: -1.7787 -5.1331 2.8280
H: -2.0641 -2.8084 3.5019
H: -5.1947 -0.6068 3.6185
H: -7.5758 -0.3983 3.0664
H: -8.2863 0.0849 0.7468
H: -6.5725 0.4016 -1.0177
H: -4.1783 0.2711 -0.4463
F: 5.7839 -1.5251 -0.7208
C: 5.1375 -0.7553 0.1914
C: 3.7733 -0.5940 0.1212
C: 3.0832 0.1887 1.0561
C: 3.8496 0.8101 2.0719
C: 5.2296 0.6118 2.1015
F: 6.0194 1.1652 3.0714
C: 5.8991 -0.1640 1.1805
C: 3.1117 1.6255 3.0800
C: 3.7175 2.4145 4.0659
C: 2.9339 3.0938 4.9811
C: 1.5536 3.0089 4.9040
C: 1.0263 2.2504 3.8789
N: 1.7656 1.5783 2.9985
H: 3.2337 -1.1097 -0.6722
H: 6.9683 -0.3080 1.2469
H: 4.7892 2.4969 4.1197
H: 3.4055 3.6870 5.7560
H: 0.9082 3.5060 5.6152
H: -0.0497 2.1743 3.7543
N: 2.2959 -3.1251 2.0430
N: 1.2827 -2.4587 1.2934
H: 1.9002 -3.8766 2.5925
H: 2.6972 -2.4505 2.6807
H: 0.3888 -2.4668 1.7802
H: 1.1457 -2.9186 0.4031
O: 0.1239 -2.4440 -1.4407
C: 0.2083 -1.2747 -1.7772
N: 0.1618 -0.8587 -3.0950
C: 0.5445 0.5282 -3.2202
C: 0.5764 0.9050 -1.7120
O: 0.8178 2.0585 -1.3747
N: 0.3507 -0.1708 -0.9374
C: 1.9536 0.7332 -3.7688
C: 2.3749 2.0189 -4.1045
C: 3.6530 2.2341 -4.5949
C: 4.5312 1.1686 -4.7528
C: 4.1291 -0.1070 -4.3899
C: 2.8474 -0.3230 -3.8955
C: -0.5188 1.2979 -3.9970
C: -1.5704 1.9363 -3.3459
C: -2.5774 2.5565 -4.0741
C: -2.5496 2.5410 -5.4615
C: -1.5063 1.9009 -6.1174
C: -0.4980 1.2870 -5.3885
H: 0.2598 -1.5210 -3.8442
H: 1.6954 2.8505 -3.9647
H: 3.9670 3.2395 -4.8502
H: 5.5269 1.3357 -5.1458
H: 4.8151 -0.9405 -4.4809
H: 2.5578 -1.3207 -3.5897
H: -1.6000 1.9569 -2.2630
H: -3.3874 3.0520 -3.5514
H: -3.3355 3.0243 -6.0290
H: -1.4790 1.8786 -7.2005
H: 0.3187 0.7976 -5.9079
O: 0.4440 3.4977 1.0939
C: -0.1472 2.6112 0.7343

E_LUMO (eV): 2.5
Charge: -1